Run P
Density functional theory data (ωB97M-V/def2-TZVPD) for a cluster of 2 separate species, C7H16N in total.

Geometry as ORCA input:
```
! wB97M-V def2-TZVPD RIJCOSX def2/J DEFGRID3
* xyz 1 1
C -2.784 1.119 -0.066
C -1.572 0.270 0.021
C -0.318 1.016 0.265
C 1.146 0.543 0.593
C 3.173 0.228 -0.816
C 1.944 -0.141 -0.493
C 1.195 -1.235 -1.205
N -0.754 -1.833 1.301
H -3.787 0.695 -0.081
H -2.647 1.694 -0.990
H -2.761 1.803 0.788
H -1.447 -0.312 -0.897
H -0.264 1.909 -0.381
H -0.481 1.579 1.209
H 1.618 1.474 0.896
H 1.023 -0.092 1.473
H 3.681 -0.246 -1.649
H 3.673 1.115 -0.448
H 1.761 -1.765 -1.966
H 0.759 -1.963 -0.524
H 0.329 -0.751 -1.668
H -0.701 -1.736 2.325
H -1.216 -0.910 1.020
H -1.571 -2.461 1.295
*
```

Computed properties:
* highest occupied orbital energy: -12.7 eV



Run Q
Density functional theory data (ωB97M-V/def2-TZVPD) for the ion C7H16N with charge +1.

Geometry as ORCA input:
```
! wB97M-V def2-TZVPD RIJCOSX def2/J DEFGRID3
* xyz 1 1
C 1.697 -0.979 3.614
C 1.708 -0.178 2.353
C 1.134 -0.614 1.240
C 1.247 -0.121 -0.168
C -0.012 -0.517 -0.940
C -1.238 0.327 -0.560
C -1.609 1.345 -1.651
N -1.968 0.646 -2.919
H 0.884 -1.680 3.797
H 2.631 -1.553 3.717
H 1.805 -0.354 4.516
H 2.426 0.644 2.285
H 0.274 -1.280 1.416
H 1.379 0.955 -0.222
H 2.128 -0.481 -0.715
H 0.233 -0.515 -2.038
H -0.157 -1.603 -0.916
H -1.015 0.891 0.348
H -2.029 -0.388 -0.345
H -2.508 1.880 -1.320
H -0.759 2.027 -1.701
H -1.389 -0.169 -3.135
H -2.968 0.438 -2.934
H -1.891 1.278 -3.724
*
```

Computed properties:
* highest occupied orbital energy: -11.8 eV
* SMILES: C/C=C/CCCC[NH3+]



The most stable arrangement is run Q, and the next structure is 346.7 kJ/mol less stable.